Here is 14 unconnected molecules or ions with the total composition C64H170N14O18 from the OMol25 dataset. Energies are from ωB97M-V/def2-TZVPD.

```
266
Properties=species:S:1:pos:R:3
C 3.9317 -2.8273 6.7918
O 4.2551 -2.7860 5.4011
C 3.0981 -2.5393 4.5619
C 3.5349 -2.2758 3.1361
N 4.4567 -3.2569 2.6144
C 3.8965 -4.6188 2.5519
C 4.8783 -5.5146 1.7440
O 4.1685 -6.6983 1.4729
C 4.9989 -7.7505 0.8956
H 3.2074 -3.6151 6.9988
H 3.5582 -1.8398 7.0630
H 4.7583 -2.9994 7.4812
H 2.4305 -1.7410 4.8861
H 2.3953 -3.3659 4.6654
H 3.9354 -1.2806 2.9435
H 2.6625 -2.3910 2.4928
H 5.1891 -3.2483 3.3097
H 2.9276 -4.6648 2.0547
H 3.7288 -4.9726 3.5692
H 5.8138 -5.6885 2.2756
H 5.1039 -5.0057 0.8068
H 4.3183 -8.4864 0.4674
H 5.6317 -8.2722 1.6135
H 5.6119 -7.2912 0.1201
C -2.5517 -3.7594 -2.2754
O -1.2969 -3.3769 -1.6707
C -0.2754 -4.3353 -1.7287
C 0.9970 -3.9160 -0.9540
N 1.5736 -2.7133 -1.5649
C 2.7550 -2.2123 -0.8936
C 3.6795 -1.5474 -1.9020
O 4.2818 -2.4986 -2.7940
C 5.1973 -3.3342 -2.1369
H -3.0653 -4.5999 -1.8087
H -2.4219 -3.9611 -3.3387
H -3.2763 -2.9721 -2.0675
H 0.0389 -4.6914 -2.7098
H -0.6479 -5.2366 -1.2419
H 1.7791 -4.6677 -1.0607
H 0.6305 -3.8380 0.0696
H 0.7958 -2.0821 -1.6942
H 3.3029 -2.8388 -0.1897
H 2.4283 -1.5042 -0.1321
H 4.4934 -0.9895 -1.4388
H 3.0763 -0.8662 -2.5022
H 4.7471 -4.0433 -1.4422
H 6.0332 -2.7295 -1.7852
H 5.6119 -3.9377 -2.9444
C -2.4110 11.3449 -2.7675
O -1.5774 10.1906 -2.9569
C -0.5937 10.0545 -1.9956
C 0.1863 8.8347 -2.5058
N 1.2552 8.4121 -1.6017
C 1.9543 7.2270 -2.0960
C 2.7302 6.4903 -0.9611
O 1.8762 6.1059 0.1017
C 2.5216 5.3575 1.1428
H -3.0457 11.4221 -3.6503
H -1.7936 12.2235 -2.5809
H -3.0854 11.3517 -1.9111
H -1.0640 9.7998 -1.0458
H 0.0566 10.9237 -2.0942
H 0.5152 8.9393 -3.5397
H -0.5188 8.0038 -2.5268
H 0.8488 7.9767 -0.7859
H 2.6293 7.5947 -2.8689
H 1.1919 6.5716 -2.5170
H 3.5961 7.0609 -0.6254
H 3.0505 5.5181 -1.3356
H 1.9337 5.4809 2.0523
H 3.4912 5.7945 1.3812
H 2.7474 4.3107 0.9393
C -3.4679 -7.2628 -0.6617
O -4.5553 -6.3785 -0.6624
C -5.6468 -6.8291 -1.4627
C -6.7367 -5.7683 -1.3152
N -6.3183 -4.5331 -1.9938
C -7.2161 -3.3344 -1.7379
C -6.8139 -2.6690 -0.4023
O -5.4421 -2.3656 -0.3786
C -5.0628 -1.6397 0.7350
H -3.0798 -7.5027 -1.6516
H -3.7487 -8.1826 -0.1485
H -2.6717 -6.7514 -0.1207
H -5.9927 -7.8076 -1.1298
H -5.4296 -6.8719 -2.5300
H -6.9378 -5.6843 -0.2472
H -7.7220 -6.1076 -1.6349
H -5.4401 -4.3450 -1.5318
H -8.2572 -3.6572 -1.7510
H -7.1723 -2.6578 -2.5914
H -7.0968 -3.2806 0.4545
H -7.3313 -1.7108 -0.3555
H -5.3406 -0.5869 0.6832
H -3.9746 -1.5988 0.7815
H -5.3789 -2.1460 1.6471
C 9.8727 -0.9174 -2.5993
C 8.7954 -0.3116 -1.7146
C 8.3573 -1.2133 -0.6277
O 7.2807 -0.5940 0.0727
C 6.6833 -1.3939 1.0789
N 9.3925 0.8742 -1.1874
H 9.6747 -1.8844 -3.0618
H 10.8029 -1.0602 -2.0493
H 9.9805 -0.2540 -3.4574
H 7.9199 -0.0964 -2.3272
H 9.2506 -1.4871 -0.0664
H 7.9573 -2.0930 -1.1318
H 6.3741 -2.3690 0.7026
H 5.8037 -0.8662 1.4475
H 7.2673 -1.6390 1.9660
H 8.6970 1.2106 -0.5369
H 10.2624 0.6452 -0.7280
C -5.8498 0.4212 8.2131
C -6.6172 0.0119 6.8798
C -5.7663 -0.0917 5.6587
O -5.1811 1.2290 5.3483
C -4.3002 1.1590 4.2055
N -7.1999 -1.2797 7.1269
H -6.5569 0.6565 9.0086
H -5.2774 1.3160 7.9686
H -5.1540 -0.3832 8.4514
H -7.4624 0.6391 6.5964
H -6.2992 -0.6341 4.8778
H -4.9304 -0.7261 5.9534
H -4.0456 2.1911 3.9642
H -4.7757 0.6066 3.3951
H -3.3976 0.6121 4.4783
H -7.8708 -1.4384 6.3889
H -7.6876 -1.2152 8.0090
C -0.4668 1.8464 -6.1211
C 1.0750 1.7306 -5.9887
C 1.6841 1.1990 -4.6244
O 1.4391 2.2728 -3.6541
C 1.9861 2.0534 -2.3358
N 1.3197 0.6948 -7.0018
H -0.9689 0.8967 -5.9363
H -0.8124 2.0772 -7.1287
H -0.8224 2.5964 -5.4145
H 1.5141 2.6704 -6.3236
H 2.7177 0.8627 -4.7055
H 1.2111 0.2769 -4.2866
H 1.3132 1.4517 -1.7249
H 2.0367 3.0289 -1.8522
H 2.9763 1.5979 -2.3451
H 0.6578 -0.0237 -6.7454
H 0.9675 1.0415 -7.8826
C 5.7728 2.6854 0.1583
C 6.3451 2.7378 1.5651
C 5.4770 2.0917 2.5978
O 4.1802 2.7425 2.6108
C 3.3174 2.1602 3.5700
N 7.6018 2.0490 1.2144
H 6.3743 3.1383 -0.6298
H 4.8794 3.3091 0.1258
H 5.5256 1.6832 -0.1919
H 6.5662 3.7516 1.8989
H 6.0260 2.1477 3.5377
H 5.3960 1.0204 2.4137
H 3.6748 2.2038 4.5988
H 3.1973 1.0859 3.4307
H 2.3283 2.6178 3.5892
H 8.2481 2.0221 1.9901
H 7.3973 1.0724 1.0577
C 2.0886 -2.7495 -6.5958
C 1.5911 -2.5341 -5.1479
C 0.0695 -2.5932 -5.0451
O -0.6307 -1.7307 -5.9799
C -1.9872 -1.6261 -5.6403
N 2.2077 -3.7061 -4.4405
H 1.6679 -3.7047 -6.9099
H 3.1607 -2.7078 -6.7881
H 1.6824 -1.9550 -7.2218
H 1.9011 -1.6908 -4.5309
H -0.2043 -2.3627 -4.0155
H -0.1903 -3.6308 -5.2547
H -2.4289 -0.9707 -6.3909
H -2.0276 -1.1393 -4.6658
H -2.5378 -2.5554 -5.4941
H 3.2134 -3.6136 -4.4366
H 1.9834 -3.6411 -3.4579
C -0.3667 4.3506 -0.4728
C -1.3063 3.7621 -1.5292
C -2.8275 3.9901 -1.3252
O -3.1373 3.3188 -0.0302
C -4.5208 3.3946 0.2225
N -0.9598 4.2637 -2.8378
H -0.3851 5.4151 -0.2389
H 0.6726 4.0548 -0.6158
H -0.5141 3.8577 0.4881
H -1.1065 2.6906 -1.5281
H -3.4141 3.5611 -2.1377
H -3.0972 5.0453 -1.2819
H -4.6405 3.1365 1.2747
H -5.0632 2.6965 -0.4152
H -5.0284 4.3579 0.1718
H -1.6191 3.9182 -3.5205
H -0.1882 3.7023 -3.1689
C -0.4091 0.7434 5.8996
C -0.7690 2.1499 6.2880
C -0.5168 3.2402 5.1897
O -1.4695 3.0137 4.1396
C -1.1885 3.9095 3.0614
N -2.0804 2.2655 6.8375
H -1.1204 0.3359 5.1812
H -0.4896 0.0780 6.7591
H 0.5730 0.7765 5.4279
H -0.0897 2.4969 7.0666
H 0.5294 3.2222 4.8841
H -0.6786 4.1995 5.6813
H -1.0543 4.9481 3.3636
H -2.0119 3.8413 2.3504
H -0.2519 3.5802 2.6115
H -2.1632 3.1888 7.2385
H -2.6559 2.3250 6.0097
C -5.5400 3.1079 -5.8315
C -4.7709 2.7662 -4.5474
C -5.1538 1.4786 -3.8035
O -6.5457 1.6167 -3.3987
C -6.9898 0.4610 -2.7219
N -3.3306 2.7596 -4.8716
H -5.1599 3.9784 -6.3662
H -6.5749 3.3574 -5.5973
H -5.5620 2.2922 -6.5541
H -4.8880 3.5939 -3.8479
H -4.4484 1.3283 -2.9862
H -5.1219 0.7220 -4.5874
H -6.4224 0.2565 -1.8140
H -7.0626 -0.3785 -3.4132
H -7.9949 0.6415 -2.3406
H -3.1991 2.0622 -5.5903
H -3.2161 3.6853 -5.2591
C 1.0518 0.5584 1.2383
C -0.2657 -0.1349 1.2531
C -1.1649 0.2006 0.0449
O -0.3939 -0.0483 -1.1384
C -1.2584 -0.1506 -2.2865
N -0.0345 -1.5396 1.3804
H 1.4462 0.3522 0.2434
H 1.8049 0.3334 1.9935
H 0.9538 1.6434 1.2724
H -0.7510 0.2414 2.1537
H -1.5336 1.2249 0.0999
H -2.0185 -0.4715 0.1335
H -0.6481 -0.4033 -3.1536
H -1.7681 0.8097 -2.3639
H -2.0888 -0.8454 -2.1613
H 0.3327 -1.8053 0.4778
H -0.9013 -2.0529 1.4520
C -0.7834 -3.3027 5.8064
C -1.0723 -3.7037 4.3467
C -2.2010 -2.8209 3.7530
O -2.5709 -3.1098 2.3936
C -3.2956 -4.3270 2.1378
N 0.0774 -3.5933 3.4682
H 0.1043 -3.8011 6.1958
H -1.5744 -3.7426 6.4138
H -0.6595 -2.2725 6.1400
H -1.4585 -4.7221 4.3029
H -1.9833 -1.7531 3.7293
H -3.0611 -2.8647 4.4212
H -2.6395 -5.1860 2.2783
H -3.7111 -4.3338 1.1301
H -4.2360 -4.4118 2.6824
H -0.3014 -3.9684 2.6104
H 0.2011 -2.6012 3.3250
```

E_tot in eV: -126827.192
Orbital gap in eV: 8.8
LUMO level in eV: 0.477
Energy above the lowest of the compared OMol25 structures with the same formula, charge and spin in kJ/mol: 217.5
E_HOMO in eV: -8.3
Multiplicity: 1